C23H20N6O2Pd | ωB97M-V with the def2-TZVPD basis set

Last column: Löwdin charge in e.
Atoms and positions in Å:
Pd -0.335 -0.205 -0.476  1.01
O -1.887 2.294 2.646  0.04
C -1.322 1.449 1.962  -0.49
N -1.571 1.121 0.668  0.00
C -2.932 0.930 0.328  -0.21
C -3.986 1.698 0.821  -0.03
C -5.299 1.330 0.561  -0.10
C -5.575 0.196 -0.182  -0.11
C -4.543 -0.573 -0.700  -0.02
C -3.223 -0.193 -0.470  -0.20
N -2.096 -0.839 -1.011  -0.03
C -2.131 -1.644 -2.096  -0.47
O -3.079 -2.261 -2.560  0.05
C -0.813 -1.666 -2.829  -0.17
C -0.686 -2.334 -4.035  0.02
C 0.472 -2.170 -4.773  -0.04
C 1.462 -1.323 -4.290  -0.05
C 1.272 -0.702 -3.070  -0.12
N 0.166 -0.887 -2.346  -0.02
C -0.292 0.570 2.649  -0.21
C 0.110 0.810 3.959  0.00
C 0.922 -0.120 4.578  -0.06
C 1.303 -1.260 3.876  -0.06
C 0.858 -1.407 2.574  -0.14
N 0.072 -0.512 1.981  0.05
H -3.759 2.561 1.426  0.10
H -6.108 1.931 0.958  0.10
H -6.600 -0.101 -0.369  0.10
H -4.751 -1.457 -1.280  0.09
H -1.518 -2.942 -4.362  0.12
H 0.598 -2.675 -5.721  0.11
H 2.367 -1.135 -4.849  0.11
H 2.010 -0.028 -2.657  0.10
H -0.240 1.705 4.454  0.12
H 1.250 0.029 5.598  0.11
H 1.922 -2.021 4.333  0.10
H 1.126 -2.280 1.987  0.10
C 5.143 -0.525 0.035  -0.02
C 3.848 0.211 0.069  -0.30
C 3.541 1.515 0.372  0.03
C 2.141 1.635 0.246  -0.31
N 1.630 0.466 -0.120  -0.06
N 2.674 -0.382 -0.223  0.04
C 1.325 2.857 0.471  -0.02
H 5.959 0.156 0.265  0.08
H 5.329 -0.959 -0.948  0.08
H 5.157 -1.329 0.772  0.08
H 4.234 2.290 0.652  0.12
H 2.506 -1.336 -0.496  0.16
H 1.902 3.739 0.199  0.08
H 1.050 2.950 1.524  0.08
H 0.399 2.824 -0.100  0.07

**Net charge**: 0
**LUMO**: -0.005 Eh
**HOMO-LUMO gap**: 6.68 eV
**ΔE to the lowest compared entry with this formula, charge and spin**: 104.8 kJ/mol
**Calculated total energy**: -1495.39627 hartree